1.
# C4H10N5

An isolated ion of composition C4H10N5 and charge +1 at a distorted geometry (ωB97M-V/def2-TZVPD, the Open Molecules 2025 dataset).

Properties
**E_LUMO**: -4.807 eV
**Orbital gap**: 8.8397 eV
**SMILES**: CN[C@@H]1NN=NC(C)=[NH+]1
**E_HOMO**: -0.5015 hartree

ORCA input file:
```
! wB97M-V def2-TZVPD RIJCOSX def2/J DEFGRID3
* xyz 1 1
N 2.221 -0.496 -1.173
N 1.859 0.092 -0.149
N -0.123 1.319 0.735
N -0.410 -0.899 -0.279
N 1.464 -1.394 -1.716
C -0.745 -2.007 -2.407
C 0.157 2.118 1.843
C 0.325 -0.004 0.614
C 0.109 -1.418 -1.406
H -1.493 -0.826 -0.157
H 0.557 -0.371 1.565
H -0.417 1.885 -0.053
H 0.670 1.668 2.653
H -0.731 -1.580 -3.491
H -0.365 -2.997 -2.464
H 2.287 0.913 0.068
H 0.732 3.074 1.641
H -1.712 -1.906 -1.987
H -0.719 2.452 2.367
*
```



2.
# C17H43BF4HfN3O5PTe

C17H43BF4HfN3O5PTe as an isolated structure at a distorted geometry (ωB97M-V/def2-TZVPD, the Open Molecules 2025 dataset).

Properties
**E_LUMO**: -7.571 eV
**Orbital gap**: 4.8478 eV
**E_HOMO**: -0.4564 hartree

ORCA input file:
```
! wB97M-V def2-TZVPD RIJCOSX def2/J DEFGRID3
* xyz 2 1
Hf 10.517 9.648 11.470
Te 10.695 6.087 8.256
P 7.256 12.317 7.203
F 10.203 9.976 9.637
F 12.643 11.200 4.534
F 13.192 10.391 6.686
F 12.013 12.366 6.535
O 5.816 13.082 6.782
O 8.818 8.389 11.711
O 7.952 13.693 7.692
O 9.500 9.673 13.420
O 7.003 11.825 8.740
N 12.487 9.259 12.426
N 11.213 11.762 11.662
N 5.706 9.660 12.988
C 5.818 11.598 4.760
C 4.986 12.447 5.706
C 8.633 8.796 12.954
C 7.527 8.220 13.837
C 6.428 9.284 14.155
C 13.235 10.540 12.688
C 8.600 14.557 6.739
C 5.944 9.646 9.175
C 12.755 11.666 11.724
C 10.769 12.333 12.973
C 11.341 4.354 7.200
C 12.561 8.358 13.612
C 12.969 8.522 11.175
C 9.874 15.074 7.403
C 5.880 11.186 9.389
C 12.077 7.449 7.438
C 10.872 12.657 10.541
B 12.539 11.271 5.888
H 6.283 10.747 5.280
H 13.124 12.637 12.161
H 12.450 9.035 14.476
H 12.097 8.432 7.938
H 6.801 9.273 9.689
H 6.574 12.216 4.248
H 13.067 7.423 11.374
H 13.104 11.583 10.705
H 5.038 9.189 9.512
H 4.482 13.333 5.212
H 5.789 8.875 14.949
H 11.463 13.574 10.570
H 10.291 15.865 6.692
H 11.433 13.156 13.321
H 11.952 4.547 6.285
H 10.715 14.323 7.482
H 8.823 13.973 5.804
H 6.087 9.332 8.130
H 13.862 9.008 10.678
H 11.723 7.656 13.608
H 14.339 10.357 12.508
H 7.985 7.829 14.744
H 10.485 3.798 6.869
H 9.772 12.796 10.420
H 11.886 3.752 7.943
H 12.153 8.629 10.429
H 7.034 7.407 13.331
H 13.094 10.842 13.748
H 5.054 8.923 12.660
H 11.144 12.075 9.626
H 4.194 11.775 6.170
H 5.007 11.704 8.956
H 5.202 11.130 3.973
H 9.620 15.494 8.394
H 10.743 11.598 13.798
H 11.887 7.684 6.367
H 9.722 12.729 12.914
H 6.878 10.253 14.532
H 13.074 7.018 7.468
H 6.000 11.393 10.459
H 7.919 15.387 6.456
H 5.224 10.545 13.063
H 13.569 7.894 13.643
*
```



3.
# C2H5N3O

One molecule with the formula C2H5N3O at a distorted geometry (ωB97M-V/def2-TZVPD, the Open Molecules 2025 dataset).

Properties
**E_LUMO**: 0.051 eV
**Orbital gap**: 10.3412 eV
**SMILES**: OCCN1N=N1
**E_HOMO**: -0.3782 hartree

ORCA input file:
```
! wB97M-V def2-TZVPD RIJCOSX def2/J DEFGRID3
* xyz 0 1
O 1.688 -0.304 0.053
N -0.999 0.916 0.513
N -0.009 1.965 0.215
N -1.159 2.280 -0.128
C 0.479 -0.996 0.063
C -0.699 -0.199 -0.422
H -0.598 0.076 -1.453
H -1.446 -0.962 -0.276
H 0.627 -1.800 -0.535
H 0.332 -1.226 1.134
H 1.783 0.249 0.835
*
```



4.
# C56H52N6O2PSr

C56H52N6O2PSr as an isolated structure at a distorted geometry (ωB97M-V/def2-TZVPD, the Open Molecules 2025 dataset).

Properties
**E_LUMO**: -2.957 eV
**Orbital gap**: 5.5248 eV
**E_HOMO**: -0.3117 hartree

ORCA input file:
```
! wB97M-V def2-TZVPD RIJCOSX def2/J DEFGRID3
* xyz 1 1
Sr -0.222 -0.038 0.025
P 2.632 -1.906 0.726
O 1.828 -0.654 0.575
O 2.063 -3.250 1.056
N 2.559 -1.757 3.284
N -1.122 -1.922 1.024
N 2.807 -3.261 -1.518
N -1.795 0.984 1.405
N -0.326 -1.407 -1.837
N -1.189 1.467 -1.493
C 0.431 3.968 3.297
C -4.227 4.519 -0.593
C -1.236 -7.127 -1.959
C 0.771 -7.155 -0.643
C -0.972 0.892 -7.284
C -2.073 0.515 2.645
C 3.568 1.621 -1.073
C -1.461 -1.939 2.335
C 3.868 2.638 -2.177
C -1.493 -0.589 6.887
C -3.306 6.532 1.076
C 0.028 -2.109 -3.970
C -1.206 0.698 -5.928
C -0.279 -2.769 -1.824
C -2.830 1.537 3.371
C 0.328 0.999 -7.760
C -1.260 2.764 -3.382
C 2.798 2.247 0.084
C -1.280 -0.400 5.526
C -0.145 0.606 -5.032
C -4.910 5.724 -0.516
C 1.393 0.908 -6.874
C -1.800 2.631 -1.187
C -0.156 -7.824 -1.430
C 1.258 3.371 2.189
C 0.915 3.574 0.854
C -1.378 -5.767 -1.717
C 1.661 3.019 -0.173
C -0.383 0.382 -3.568
C -3.027 2.563 2.517
C -4.451 6.736 0.318
C 3.161 2.076 1.416
C -3.129 -1.836 5.024
C -1.831 -0.800 3.117
C 0.625 -5.791 -0.397
C -2.354 2.989 0.083
C 3.594 -2.202 -0.778
C -1.477 -3.329 2.789
C -3.346 -2.027 6.383
C 3.637 -1.604 2.222
C -2.355 2.213 1.262
C 4.859 0.935 -0.641
C -2.087 -1.027 4.576
C -1.207 -4.104 1.711
C -0.963 -3.210 0.591
C -0.571 -3.605 -0.700
C -2.627 5.322 0.996
C -1.833 3.470 -2.381
C 1.155 0.710 -5.519
C 2.400 2.620 2.450
C -0.039 -3.223 -3.175
C -2.527 -1.409 7.319
C -0.188 -0.967 -3.117
C -0.444 -5.080 -0.942
C -0.879 1.470 -2.827
C -3.074 4.302 0.160
H 2.961 3.029 -2.636
H 2.719 2.484 3.478
H 4.064 -0.607 2.306
H 0.510 1.154 -8.816
H 1.835 -2.948 -1.739
H -1.708 -3.667 3.787
H 3.241 -3.529 -2.403
H -1.808 0.959 -7.970
H 1.303 -5.277 0.277
H -0.860 -0.088 7.609
H 1.601 -7.696 -0.206
H 0.935 3.870 4.259
H 0.150 -2.079 -5.043
H -4.985 7.676 0.380
H 2.678 -4.095 -0.924
H 2.909 0.854 -1.503
H -0.489 0.262 5.188
H -2.701 -1.556 8.377
H 2.009 -2.594 3.059
H 3.660 -1.316 -1.406
H -2.219 -5.224 -2.134
H -1.125 3.075 -4.407
H 0.250 5.031 3.123
H -2.939 7.313 1.730
H -3.214 1.441 4.376
H -0.545 3.476 3.372
H 1.361 3.204 -1.199
H 0.057 4.188 0.608
H -1.740 5.164 1.600
H 2.938 -1.837 4.227
H 4.689 0.127 0.081
H 0.011 -4.254 -3.495
H -1.173 -5.181 1.677
H -3.783 -2.307 4.300
H -3.591 3.463 2.700
H 5.546 1.643 -0.170
H 1.986 0.646 -4.825
H -2.221 0.612 -5.556
H 5.373 0.509 -1.506
H -4.593 3.728 -1.237
H -4.164 -2.655 6.711
H 4.066 1.535 1.665
H -2.243 4.467 -2.439
H -0.048 -8.885 -1.618
H 2.410 0.995 -7.237
H -1.971 -7.646 -2.560
H -5.807 5.871 -1.105
H 4.464 2.181 -2.970
H 4.432 3.483 -1.774
H 4.593 -2.573 -0.555
H 4.378 -2.378 2.409
H 1.910 -0.964 3.254
*
```



5.
# C4H4OS

C4H4OS as an isolated structure at a distorted geometry (ωB97M-V/def2-TZVPD, the Open Molecules 2025 dataset).

Properties
**E_LUMO**: 0.053 eV
**Orbital gap**: 8.3123 eV
**E_HOMO**: -0.3035 hartree

ORCA input file:
```
! wB97M-V def2-TZVPD RIJCOSX def2/J DEFGRID3
* xyz 0 1
S 0.935 0.437 1.551
O -0.413 0.896 -0.344
C -0.048 -1.320 -0.375
C -0.789 -0.862 -1.653
C 0.056 -0.126 0.196
C -0.967 0.523 -1.442
H -0.946 -1.418 -2.597
H 0.512 -1.011 2.373
H 0.582 -2.404 -0.310
H -1.310 1.383 -1.891
*
```



6.
# C26H35BF4N6O12P2V

C26H35BF4N6O12P2V as an isolated structure (ωB97M-V/def2-TZVPD, the Open Molecules 2025 dataset).

Properties
**<S²>**: 3.758
**E_LUMO (alpha / beta)**: 4.278 / 4.277 eV
**Orbital gap (alpha / beta)**: 6.0820 / 8.7506 eV
**E_HOMO (alpha / beta)**: -0.0663 / -0.1644 hartree

ORCA input file:
```
! wB97M-V def2-TZVPD RIJCOSX def2/J DEFGRID3
* xyz -2 4
V -0.146 -1.025 0.942
P 1.819 -1.505 3.271
P 1.385 -3.759 1.089
F -1.789 -4.465 -0.346
F -3.388 -3.835 -1.872
F -1.503 -4.959 -2.590
F -1.347 -2.772 -1.860
O 2.474 -0.175 -1.461
O 2.655 -4.534 0.497
O 0.968 -2.694 0.134
O 1.196 4.736 -0.813
O -2.265 -3.685 3.248
O 1.813 -0.796 1.937
O -0.616 -2.454 2.347
O -0.134 0.410 -0.656
O -1.115 2.717 -4.365
O 3.306 -1.261 3.966
O 0.854 -1.156 4.344
O 0.316 -4.900 1.256
N -2.206 -1.382 0.572
N 3.530 -3.547 2.674
N -0.571 1.597 -2.483
N -3.978 1.867 5.437
N -0.692 0.633 2.176
N 0.607 2.560 -0.638
C -3.068 1.801 4.736
C 2.405 -0.547 -3.765
C 0.189 1.640 2.182
C -4.086 -2.644 1.337
C -4.333 -1.109 -0.469
C -1.730 0.695 3.006
C 2.215 -1.209 -2.395
C -2.471 3.863 -1.079
C 0.058 2.749 3.003
C 0.419 4.942 -3.482
C 1.738 4.380 -4.001
C 2.059 -3.307 2.791
C -0.007 1.517 -1.187
C 0.586 3.763 -1.251
C -1.928 1.767 3.868
C 3.394 0.606 -3.473
C -1.593 4.688 -2.014
C -0.291 4.004 -2.503
C 3.594 0.523 -1.949
C -2.991 -0.809 -0.344
C -2.752 -2.282 1.402
C 1.494 -4.253 3.843
C -0.684 2.730 -3.224
C -1.819 -2.883 2.441
C -1.014 2.820 3.867
C -4.891 -2.051 0.381
B -2.000 -4.000 -1.700
H 2.964 1.569 -3.752
H 0.791 3.541 2.939
H -4.916 -0.628 -1.243
H -2.850 2.962 -1.565
H 1.920 -4.002 4.819
H -2.162 4.978 -2.902
H 3.113 -0.691 4.717
H 3.934 -2.770 2.156
H 1.578 3.452 -4.555
H 1.215 -1.594 -2.206
H -3.333 4.451 -0.758
H 0.412 -4.147 3.900
H 2.785 -1.249 -4.509
H -4.441 -3.391 2.032
H -1.276 5.604 -1.509
H 1.010 1.557 1.486
H -1.925 3.556 -0.184
H -5.934 -2.329 0.289
H -1.157 3.665 4.527
H 3.620 1.494 -1.455
H 3.923 -3.463 3.604
H 3.333 -4.557 1.208
H -0.260 5.131 -4.316
H 4.519 -0.025 -1.710
H 2.928 -2.032 -2.247
H -0.857 0.719 -2.894
H 1.456 -0.157 -4.132
H 0.599 5.881 -2.958
H 2.225 5.088 -4.675
H -2.422 -0.136 2.994
H 2.423 4.180 -3.174
H -0.456 -4.766 0.651
H 1.741 -5.291 3.604
H -2.500 -0.104 -1.000
H 4.337 0.494 -4.012
*
```